Below is 13 unconnected molecules or ions with the total composition C68H65F15N8O26 at a distorted geometry, with properties calculated with the ωB97M-V functional and the def2-TZVPD basis.

Each line ends with the Mulliken charge.
Geometry (Å):
C1 3.032 -4.865 2.069  -0.13
O1 -3.382 9.683 -1.290  -0.62
F1 1.204 -3.905 -1.503  -0.18
H1 4.528 2.189 2.596  0.42
C2 -0.305 -1.321 3.542  3.07
C3 -1.224 -3.261 6.570  0.74
C4 0.509 1.955 0.001  -0.39
H2 1.849 -8.030 2.167  0.46
H3 -3.135 7.079 -3.999  0.50
H4 4.022 4.641 -5.359  0.30
C5 4.349 2.130 -4.522  -0.11
H5 -2.420 -3.704 -4.981  0.25
C6 3.706 1.112 -3.603  1.08
H6 -7.219 -3.187 -2.727  0.37
H7 0.407 10.922 -0.347  0.42
C7 -3.986 1.538 3.740  -0.94
H8 -1.196 -3.490 -0.479  -0.39
C8 -5.045 -1.489 2.040  0.64
C9 -2.924 7.098 -0.625  -0.19
C10 -3.051 6.628 -3.016  -0.46
H9 -0.953 -3.670 1.942  -0.17
C11 -1.676 -4.319 1.408  0.64
C12 -3.525 -5.843 1.565  -0.76
N1 2.624 -3.442 1.783  1.68
C13 -7.054 -2.080 3.186  -0.59
F2 0.313 5.617 -0.703  -0.22
C14 -4.292 -1.549 -2.026  0.19
H10 0.996 0.380 2.950  0.03
H11 4.237 -8.448 2.315  0.40
H12 -0.721 9.743 -2.281  0.25
C15 4.993 5.679 -3.871  -0.97
C16 4.818 4.437 -4.708  -0.37
N2 -1.672 0.611 0.085  1.35
C17 4.376 -5.108 2.154  -0.56
C18 2.086 -5.829 2.049  -0.34
H13 -4.433 -1.108 1.212  -0.05
H14 5.841 0.279 3.618  0.44
H15 0.159 -2.158 3.078  -1.48
C19 -2.102 2.793 4.550  -0.95
O2 4.413 3.262 -3.876  -0.16
C20 6.783 1.730 0.086  0.13
H16 -4.816 0.884 3.899  0.67
C21 5.336 1.683 2.045  -0.39
C22 -6.338 -2.474 4.283  -0.64
C23 -1.909 3.239 3.252  -0.22
C24 2.623 0.831 -0.120  0.12
F3 4.432 1.117 -2.442  0.00
F4 6.714 -1.918 -4.009  -0.30
C25 3.851 -7.443 2.223  -0.43
C26 5.691 2.229 0.802  -0.54
C27 1.980 -0.388 -0.265  -0.01
C28 -0.257 -3.431 -3.341  -0.42
O3 -6.184 1.413 0.366  -0.60
C29 0.240 9.427 -1.877  -0.29
O4 -0.237 -3.991 4.414  -0.43
N3 -3.136 8.972 -2.231  1.03
C30 -1.483 -3.268 -5.309  -0.08
C31 -0.171 0.702 -0.087  -0.76
H17 -1.253 -1.224 2.989  -0.56
C32 1.887 2.006 -0.059  -0.92
H18 -4.399 -2.780 5.124  0.89
O5 -8.052 0.907 -0.598  -0.62
H19 -2.553 5.417 0.678  0.38
C33 -2.491 -5.178 2.179  -0.93
H20 -8.090 -1.237 -1.593  0.58
H21 -4.461 1.687 1.687  0.60
O6 9.056 0.648 -1.119  -0.60
H22 -0.093 2.854 0.081  0.51
C34 0.395 9.837 -0.471  -1.05
C35 -4.821 -0.396 -1.391  -0.26
H23 -1.509 3.209 5.357  0.48
O7 -5.835 -6.411 0.410  -0.62
F5 7.979 -1.837 -2.274  -0.27
H24 -3.208 -1.730 -2.029  0.50
C36 -3.703 -5.561 0.221  -0.52
N4 -6.988 -3.082 5.474  1.07
C37 -2.905 4.846 -1.411  -0.21
H25 1.078 -5.465 1.946  0.66
H26 7.039 2.094 -0.914  0.42
C38 -4.329 -2.005 3.109  0.81
C39 -2.811 2.926 2.237  0.27
H27 -1.034 -4.519 -6.913  0.33
C40 0.518 -0.069 3.801  -1.25
C41 -6.200 -0.313 -1.307  -0.02
H28 4.569 -3.390 -0.262  -0.11
C42 -3.026 7.504 -1.963  -0.13
H29 3.704 0.764 -0.245  -0.11
H30 -1.540 -2.228 -5.103  0.31
H31 -3.179 1.486 5.700  0.42
H32 -0.436 9.362 0.093  0.19
H33 5.203 3.162 0.440  0.41
C43 -6.426 -1.628 2.054  -0.35
H34 -3.042 4.577 -3.577  0.47
C44 4.791 -6.436 2.233  -0.79
H35 5.084 6.563 -4.463  0.44
F6 0.200 5.300 -2.882  -0.25
C45 -5.087 -2.480 -2.676  -0.75
C46 2.492 -7.173 2.134  -0.92
F7 -0.980 -4.435 7.033  -0.25
C47 6.030 0.616 2.596  -0.76
C48 1.115 -3.908 -2.793  1.36
H36 -4.165 -6.518 2.137  0.48
H37 5.875 5.569 -3.231  0.30
C49 5.690 -2.026 -1.934  0.06
N5 -0.803 4.212 2.980  1.09
H38 3.565 -5.630 -0.606  0.11
C50 -3.042 5.259 -2.757  -1.11
N6 -5.004 -6.018 -0.370  1.11
C51 -3.812 2.023 2.476  0.04
F8 -0.794 -2.368 7.466  -0.27
H39 2.461 -1.325 -0.471  -0.35
F9 2.452 1.288 -3.281  -0.19
C52 0.590 -0.464 -0.271  0.69
F10 2.060 5.062 -1.762  -0.12
C53 -4.930 -2.455 4.256  -0.73
H40 5.390 -5.519 -0.592  0.45
H41 -2.309 -5.443 3.208  0.50
C54 -2.938 -4.807 -0.562  -0.06
O8 5.048 -1.245 -1.260  -0.28
O9 4.535 1.851 -5.700  -0.58
C55 7.438 0.669 0.624  -0.13
H42 -0.241 0.561 4.278  0.20
H43 -4.145 0.240 -0.835  0.19
H44 4.486 -5.758 -2.119  0.53
C56 -3.168 1.935 4.735  -0.34
O10 -0.338 -3.850 -4.555  -0.24
O11 0.128 7.928 -1.890  -0.16
F11 3.792 -0.126 -4.101  -0.28
C57 -0.567 -3.101 5.131  0.45
O12 -2.154 -0.359 0.634  0.03
F12 2.069 -3.101 -3.263  -0.21
H45 1.381 9.516 -0.081  0.32
H46 -2.710 3.377 1.254  0.15
O13 -5.221 -5.909 -1.573  -0.64
H47 5.055 -4.312 1.960  0.70
H48 3.574 -3.541 -1.690  -0.69
H49 4.082 5.871 -3.284  0.08
O14 9.204 -0.889 0.360  -0.63
O15 2.377 7.736 -2.268  -0.62
O16 -6.258 -3.413 6.402  -0.64
O17 -2.281 1.516 -0.388  -0.43
C58 -2.775 5.735 -0.346  0.01
C59 6.841 -1.444 -2.775  0.70
C60 -1.088 -3.432 -6.760  -1.36
H50 -0.223 -2.897 -7.071  0.34
H51 1.170 -0.409 4.563  0.56
C61 1.245 7.290 -2.043  0.06
O18 3.434 -2.570 1.936  -0.63
C62 -1.898 -4.118 0.063  0.73
C63 0.947 5.787 -1.861  1.08
O19 -8.173 -3.186 5.444  -0.63
H52 -2.932 7.922 0.116  0.46
H53 1.096 9.656 -2.487  0.44
H54 -2.821 3.789 -1.177  0.40
H55 -8.144 -2.045 3.190  0.47
F13 6.800 -0.127 -2.840  -0.10
H56 -3.243 -4.646 -1.593  0.59
N7 8.677 0.074 -0.104  1.11
C64 4.504 -3.876 -1.233  1.88
H57 7.639 -0.755 2.219  0.52
F14 1.390 -5.195 -3.146  -0.33
C65 -6.531 -2.374 -2.478  -0.63
O20 1.469 -3.257 1.502  -0.64
C66 -7.061 -1.284 -1.798  -0.57
H58 5.605 4.118 -5.360  0.45
C67 4.478 -5.348 -1.149  -1.59
H59 0.176 -1.466 -0.303  0.04
O21 -2.931 9.334 -3.351  -0.60
H60 -3.247 -1.982 3.075  -0.47
O22 -0.051 4.529 3.881  -0.68
H61 2.327 3.018 0.046  0.49
H62 -4.663 -3.342 -3.144  0.49
H63 -1.918 -3.033 -7.351  0.40
H64 5.836 -6.707 2.150  0.43
O23 -0.716 -1.802 4.866  -0.48
C68 7.073 0.080 1.814  -0.44
O24 -0.993 -2.805 -2.647  -0.20
H65 -7.060 -1.270 1.246  0.20
O25 -0.754 4.689 1.875  -0.52
O26 5.621 -3.323 -2.009  -0.52
F15 -2.541 -3.063 6.476  -0.22
N8 -6.884 0.739 -0.423  1.02

Computed properties:
Lowest unoccupied orbital energy: -0.86 eV
Frontier orbital gap: 9.1 eV
Highest occupied orbital energy: -9.93 eV